Entry 1:
{
  "formula": "C17H18BF4N4O3PTi",
  "method": "ωB97M-V/def2-TZVPD",
  "charge": 2,
  "spin_multiplicity": 1,
  "lumo_ev": -8.69,
  "homo_energy_ev": -15.21,
  "orbital_gap_ev": 6.51,
  "elements": ["Ti", "N", "P", "C", "C", "C", "C", "C", "C", "C", "C", "C", "C", "C", "C", "C", "C", "C", "C", "C", "N", "H", "H", "H", "H", "H", "H", "H", "H", "H", "H", "H", "H", "H", "H", "H", "N", "H", "H", "H", "O", "N", "O", "O", "F", "B", "F", "F", "F"],
  "positions_angstrom": [[0.0095, 0.6466, 1.8378], [1.6441, 0.1384, -0.7836], [-0.0304, -0.0966, -0.5908], [-0.4544, -1.7928, -0.9188], [0.2011, -2.5096, -1.9232], [-0.1956, -3.8046, -2.2112], [-1.2519, -4.3803, -1.5141], [-1.9178, -3.6668, -0.5265], [-1.5192, -2.3727, -0.2260], [-0.8033, 0.9712, -1.7768], [-1.8997, 0.5126, -2.5094], [-2.5342, 1.3741, -3.3907], [-2.0801, 2.6770, -3.5354], [-0.9904, 3.1359, -2.8008], [-0.3540, 2.2899, -1.9126], [2.5409, 0.4624, 0.2171], [3.8966, 0.6578, -0.0562], [4.7406, 0.9805, 0.9780], [4.2476, 1.1025, 2.2836], [2.9141, 0.8990, 2.4878], [2.0708, 0.5801, 1.4681], [2.0169, 0.1686, -1.7242], [1.0167, -2.0703, -2.4854], [0.3123, -4.3640, -2.9849], [-1.5615, -5.3905, -1.7470], [-2.7482, -4.1123, 0.0042], [-2.0632, -1.8152, 0.5299], [-2.2504, -0.5068, -2.4080], [-3.3785, 1.0259, -3.9696], [-2.5766, 3.3438, -4.2278], [-0.6425, 4.1525, -2.9227], [0.4852, 2.6573, -1.3345], [4.2573, 0.5552, -1.0706], [5.7925, 1.1379, 0.7785], [4.8896, 1.3546, 3.1142], [2.4733, 0.9859, 3.4744], [0.6482, -1.5979, 2.1090], [1.1945, -1.9830, 1.3420], [-0.1369, -2.2340, 2.2315], [1.2303, -1.6767, 2.9409], [-1.6808, -0.1728, 2.5267], [-1.3440, 0.0490, 3.7816], [-2.0299, -0.0965, 4.6997], [-0.0958, 0.4790, 3.8197], [-4.2733, 2.9463, 2.0225], [-3.0548, 2.5174, 1.8987], [0.1003, 2.3073, 1.3191], [-2.6297, 1.9353, 0.7828], [-2.1850, 2.5991, 2.9028]],
  "forces_ev_per_a": [[1.091, -0.086, -0.384], [0.039, -0.020, -0.087], [0.136, 0.170, 0.268], [-0.011, -0.160, -0.155], [0.043, -0.014, 0.032], [-0.034, -0.023, 0.018], [0.007, -0.023, -0.013], [0.035, 0.044, -0.009], [-0.089, -0.002, 0.036], [-0.079, 0.030, -0.060], [-0.023, 0.013, -0.052], [0.007, -0.019, 0.012], [0.004, 0.034, -0.010], [-0.024, -0.038, -0.007], [-0.010, 0.038, -0.009], [-0.002, -0.050, 0.025], [-0.098, -0.034, -0.026], [0.083, 0.021, 0.051], [0.015, -0.012, -0.032], [-0.023, -0.055, -0.127], [-0.022, 0.187, -0.028], [0.011, 0.018, -0.009], [-0.010, 0.018, 0.021], [-0.001, 0.006, 0.003], [0.006, 0.005, -0.003], [0.003, -0.006, -0.008], [0.026, 0.036, 0.006], [0.017, 0.007, 0.012], [0.003, -0.004, 0.005], [0.002, -0.005, 0.003], [-0.001, -0.003, 0.004], [0.004, -0.028, 0.015], [0.026, 0.001, 0.015], [-0.007, 0.004, 0.014], [0.017, 0.001, -0.015], [-0.028, 0.017, 0.003], [-0.124, 0.203, -0.093], [-0.004, -0.013, -0.013], [-0.030, -0.012, -0.008], [-0.004, -0.011, 0.025], [-0.447, 0.139, 0.649], [0.645, 0.113, -0.639], [-0.121, -0.095, 0.154], [-0.722, -0.085, 0.324], [0.082, 0.013, -0.045], [-0.146, 0.088, 0.080], [-0.197, -0.269, 0.089], [0.017, -0.058, 0.009], [-0.061, -0.082, -0.041]]
}

Entry 2:
{
  "formula": "C17H18Br25FNO6",
  "method": "ωB97M-V/def2-TZVPD",
  "charge": -1,
  "spin_multiplicity": 1,
  "lumo_ev": 0.99,
  "homo_energy_ev": -5.84,
  "orbital_gap_ev": 6.83,
  "elements": ["C", "N", "C", "C", "C", "O", "O", "O", "C", "O", "C", "F", "Br", "C", "C", "C", "O", "O", "H", "H", "H", "H", "H", "H", "H", "H", "H", "H", "C", "Br", "Br", "Br", "H", "C", "Br", "Br", "Br", "H", "C", "Br", "Br", "Br", "H", "C", "Br", "Br", "Br", "H", "C", "Br", "Br", "Br", "H", "C", "Br", "Br", "Br", "H", "C", "Br", "Br", "Br", "H", "C", "Br", "Br", "Br", "H"],
  "positions_angstrom": [[-1.9940, 0.7488, -0.6974], [-0.6390, 1.3020, -0.3178], [0.4329, 0.6514, -1.1267], [1.3687, 1.6557, -1.9539], [0.7390, 2.9622, -2.6443], [0.6306, 4.0450, -1.9575], [0.3578, 2.9612, -3.9681], [1.7186, 0.8111, -3.1308], [2.6928, -0.1153, -2.5849], [2.6044, -1.3494, -2.7566], [3.7870, 0.7463, -1.7254], [4.3833, 0.1006, -0.5961], [5.0176, 1.3480, -3.2069], [2.8374, 2.0239, -1.4265], [3.0288, 2.8612, -0.0766], [2.8374, 2.0365, 1.2795], [3.8234, 1.9894, 2.0812], [1.6299, 1.3870, 1.6885], [-2.3931, 1.2955, -1.6201], [-2.6970, 0.8994, 0.2105], [-1.9405, -0.3952, -0.8574], [-0.6269, 2.3288, -0.3812], [0.9999, -0.0693, -0.4330], [-0.0986, -0.0129, -1.9141], [3.2047, 2.7615, -2.2388], [4.1133, 3.2655, -0.0966], [2.3659, 3.8112, -0.0878], [1.7116, 0.3868, 1.6361], [-1.7562, -3.5245, 0.4818], [-1.1905, -3.6330, 2.3342], [-3.2812, -2.3461, 0.2618], [-0.2916, -3.0361, -0.6932], [-2.0801, -4.5223, 0.1889], [-1.3647, 5.6922, -3.5424], [-1.9872, 4.9522, -1.8627], [-2.2392, 4.8643, -5.0626], [-1.5259, 7.6265, -3.5820], [-0.3027, 5.4579, -3.6188], [-5.8798, -5.0950, -2.1062], [-4.5269, -5.7285, -0.8668], [-5.9627, -3.1573, -2.1612], [-5.6459, -5.8558, -3.8745], [-6.8413, -5.4441, -1.7328], [1.4022, 2.3602, 4.9078], [2.6493, 1.9665, 6.3406], [-0.2167, 1.3041, 5.0632], [1.0132, 4.2515, 4.7486], [1.8894, 2.0633, 3.9781], [-3.4440, -6.5305, 5.1682], [-2.0675, -7.5102, 4.2133], [-2.6859, -5.2387, 6.4010], [-4.7191, -5.7099, 3.9574], [-3.9941, -7.2560, 5.7655], [4.0070, -1.3118, 4.6451], [2.8666, -2.1705, 5.9584], [5.4983, -2.4390, 4.1250], [2.9929, -0.6777, 3.1187], [4.4272, -0.4282, 5.1239], [-2.1015, -6.8691, -5.6064], [-1.9508, -8.5340, -4.6214], [-3.7053, -6.8224, -6.7002], [-1.9759, -5.3260, -4.4380], [-1.2520, -6.8230, -6.2860], [1.2612, 6.9403, 1.8802], [2.7742, 8.1435, 2.0506], [-0.4082, 7.9058, 1.6675], [1.5290, 5.6412, 0.4625], [1.1902, 6.3830, 2.8158]],
  "forces_ev_per_a": [[-0.101, 0.316, 0.692], [-0.468, -0.904, -0.679], [-1.060, 0.443, -0.124], [0.470, -0.642, -1.135], [-2.259, 2.732, -4.101], [1.390, -3.021, -0.290], [1.953, -1.049, 6.036], [2.773, -2.078, 2.229], [-1.414, -2.535, -0.862], [0.809, 4.725, 0.685], [-2.269, 0.181, -0.134], [-1.157, 1.279, -2.665], [0.113, -0.816, 1.237], [0.498, 1.579, -0.368], [-0.017, -0.497, -0.146], [3.692, -0.168, 2.603], [-3.943, 0.500, -3.114], [1.347, 0.229, -1.620], [0.259, -0.965, 1.099], [0.931, -0.136, -1.583], [0.119, 2.180, 0.067], [0.065, -0.710, -0.219], [-0.235, 1.046, -1.155], [1.177, 1.121, 1.056], [-0.867, -1.034, 1.474], [-1.742, -0.916, 0.452], [1.061, -2.638, -0.263], [-0.206, 1.951, -0.245], [-0.020, -0.052, -0.054], [-0.089, 0.054, -0.299], [0.282, -0.439, 0.283], [-0.272, -0.063, 0.226], [0.077, 0.284, 0.075], [0.187, -0.352, 0.045], [-0.610, 0.498, -0.394], [0.068, 0.258, 0.312], [-0.074, -0.186, 0.025], [-0.254, -0.200, 0.132], [-0.165, 0.067, -0.017], [-0.246, 0.002, -0.253], [-0.007, -0.437, -0.088], [-0.067, 0.159, 0.416], [0.300, 0.094, -0.066], [0.028, -0.213, -0.339], [-0.227, 0.147, -0.189], [0.351, 0.243, -0.004], [0.060, -0.309, 0.183], [-0.123, 0.033, 0.214], [-0.073, -0.066, 0.039], [-0.260, 0.249, 0.161], [-0.120, -0.223, -0.298], [0.314, -0.130, 0.198], [0.166, 0.212, -0.172], [-0.013, 0.014, -0.007], [0.195, 0.094, -0.250], [-0.330, 0.175, 0.079], [0.641, -0.906, 1.104], [-0.140, -0.207, -0.166], [0.127, 0.144, 0.073], [-0.091, 0.308, -0.163], [0.285, -0.051, 0.135], [0.040, -0.332, -0.243], [-0.264, -0.028, 0.176], [0.044, -0.254, 0.058], [-0.237, -0.135, -0.023], [0.320, -0.161, -0.004], [-0.763, 1.311, 0.489], [0.042, 0.224, -0.324]]
}